Record 1
Entry from the Open Molecules 2025 dataset: a single C6H5O5P molecule in a non-equilibrium geometry (ωB97M-V/def2-TZVPD).

```
17
Properties=species:S:1:pos:R:3:nbo_charge:R:1
C 2.11 -1.74 -0.47 -0.317
C 0.79 -1.37 -0.12 -0.283
C 0.49 0.14 0.25 -0.054
C -0.75 0.87 0.18 -0.486
P -2.44 0.25 -0.43 1.312
O -2.87 -1.25 0.28 -0.972
O -2.16 -0.11 -2.10 -0.947
C -0.34 2.32 0.76 0.785
O -1.00 3.10 1.46 -0.484
O 1.02 2.41 0.29 -0.535
C 1.59 1.17 0.81 0.766
O 2.64 1.00 1.45 -0.476
H 2.47 -2.83 -0.52 0.228
H 2.88 -0.91 -0.66 0.213
H -0.01 -2.18 -0.08 0.254
H -3.20 -1.00 1.18 0.499
H -1.22 0.14 -2.29 0.496
```

Results
- HOMO (eV) = -9.2
- SMILES = C=CC1=C(P(O)O)C(=O)OC1=O
- charge = 0
- HOMO-LUMO gap (eV) = 7.678
- lowest unoccupied orbital energy (eV) = -1.6
- E_tot (eV) = -25826.119

Record 2
Entry from the Open Molecules 2025 dataset: a single C6H5OP molecule in a non-equilibrium geometry (ωB97M-V/def2-TZVPD).

```
13
Properties=species:S:1:pos:R:3:nbo_charge:R:1
C 1.52 0.28 0.27 -0.250
C 0.68 1.34 0.19 -0.463
P -1.12 1.30 0.11 0.684
C -2.46 0.29 -0.59 0.087
O -2.48 -0.83 0.05 -0.431
C -1.17 -0.59 0.35 0.007
C -0.14 -1.48 0.00 -0.295
C 1.15 -1.07 0.10 -0.138
H 2.58 0.49 0.37 0.216
H 1.07 2.34 0.30 0.224
H -1.18 2.25 -0.96 -0.087
H -0.40 -2.51 -0.18 0.227
H 1.95 -1.80 0.00 0.219
```

Results
- energy above the lowest of the compared OMol25 structures with the same formula, charge and spin (kcal per mole) = 117.69
- HOMO (spin up / spin down) (eV) = -8.0 / -8.0
- SMILES = C1=C[P@H]2=C3O[C@]32C=C1
- charge = 0
- HOMO-LUMO gap (spin up / spin down) (eV) = 7.345 / 7.343
- lowest unoccupied orbital energy (spin up / spin down) (eV) = -0.7 / -0.7
- E_tot (eV) = -17632.464

Record 3
Entry from the Open Molecules 2025 dataset: C6H6 as an isolated structure in a non-equilibrium geometry (ωB97M-V/def2-TZVPD).

```
12
Properties=species:S:1:pos:R:3:nbo_charge:R:1
C -1.37 0.49 0.34 -0.115
C -0.54 0.72 -0.77 -0.061
C 0.80 1.03 -0.12 -0.420
C -0.77 -0.98 0.38 -0.233
C -0.16 -0.76 -0.99 -0.257
C 0.79 -0.48 0.17 -0.186
H -1.64 1.12 1.14 0.187
H 1.59 1.29 -0.80 0.208
H 0.89 1.65 0.80 0.201
H -1.21 -1.68 0.94 0.216
H 0.08 -1.37 -1.85 0.245
H 1.55 -1.03 0.75 0.217
```

Results
- energy above the lowest of the compared OMol25 structures with the same formula, charge and spin (kcal per mole) = 160.51
- HOMO (spin up / spin down) (eV) = -8.0 / -8.0
- charge = 0
- HOMO-LUMO gap (spin up / spin down) (eV) = 8.316 / 8.319
- lowest unoccupied orbital energy (spin up / spin down) (eV) = 0.3 / 0.3
- E_tot (eV) = -6312.240

Record 4
Entry from the Open Molecules 2025 dataset: a single C6H6 molecule (ωB97M-V/def2-TZVPD).

```
12
Properties=species:S:1:pos:R:3:nbo_charge:R:1
C 3.87 0.03 -0.06 -0.175
C 2.68 -0.20 -0.07 -0.077
C 1.32 -0.43 -0.06 -0.122
C 0.12 -0.60 -0.05 0.102
C -1.34 -0.66 0.01 -0.482
C -1.94 0.75 0.05 -0.588
H 4.91 0.25 -0.05 0.238
H -1.72 -1.22 -0.85 0.233
H -1.63 -1.22 0.91 0.233
H -3.02 0.71 0.21 0.211
H -1.49 1.34 0.85 0.214
H -1.76 1.27 -0.90 0.213
```

Results
- energy above the lowest of the compared OMol25 structures with the same formula, charge and spin (kcal per mole) = 79.69
- HOMO (eV) = -9.3
- SMILES = C#CC#CCC
- charge = 0
- HOMO-LUMO gap (eV) = 10.271
- lowest unoccupied orbital energy (eV) = 1.0
- E_tot (eV) = -6315.745

Record 5
Entry from the Open Molecules 2025 dataset: a single C6H6 molecule in a non-equilibrium geometry (ωB97M-V/def2-TZVPD).

```
12
Properties=species:S:1:pos:R:3:nbo_charge:R:1
C -0.39 1.46 -0.70 -0.280
C 0.73 0.76 -0.46 0.004
C 0.70 -0.86 -0.44 -0.269
C 0.53 -1.06 0.97 -0.546
C -0.64 -0.92 0.24 -0.244
C -0.94 0.67 0.26 0.005
H -0.74 2.49 -0.86 0.240
H 1.56 1.06 0.24 0.236
H 1.18 -1.45 -1.19 0.228
H 0.82 -1.99 1.42 0.193
H -1.47 -1.51 -0.01 0.214
H -1.24 1.05 1.22 0.219
```

Results
- energy above the lowest of the compared OMol25 structures with the same formula, charge and spin (kcal per mole) = 201.24
- HOMO (eV) = -6.2
- charge = 0
- HOMO-LUMO gap (eV) = 5.916
- lowest unoccupied orbital energy (eV) = -0.3
- E_tot (eV) = -6310.474

Record 6
Entry from the Open Molecules 2025 dataset: a single C6H6 molecule (ωB97M-V/def2-TZVPD).

```
12
Properties=species:S:1:pos:R:3:nbo_charge:R:1
C 0.16 2.88 0.50 -0.227
C -0.18 1.73 0.59 -0.003
C -0.64 0.34 0.67 -0.525
C 0.23 -0.68 0.07 0.035
C 1.27 -1.29 -0.38 -0.171
C -0.10 -1.76 -0.88 -0.434
H 0.45 3.90 0.42 0.237
H -1.56 0.18 0.09 0.251
H -0.87 0.06 1.70 0.260
H 2.36 -1.28 -0.44 0.229
H -0.51 -1.43 -1.85 0.171
H -0.61 -2.65 -0.50 0.176
```

Results
- energy above the lowest of the compared OMol25 structures with the same formula, charge and spin (kcal per mole) = 110.91
- HOMO (eV) = -9.4
- SMILES = C#CCC1=CC1
- charge = 0
- HOMO-LUMO gap (eV) = 10.387
- lowest unoccupied orbital energy (eV) = 1.0
- E_tot (eV) = -6314.391

Record 7
Entry from the Open Molecules 2025 dataset: a single C6H6 molecule (ωB97M-V/def2-TZVPD).

```
12
Properties=species:S:1:pos:R:3:nbo_charge:R:1
C -2.48 -0.12 0.37 -0.678
C -1.91 0.41 -0.88 0.083
C -0.89 0.66 -1.46 -0.083
C 0.48 0.53 -1.25 -0.103
C 1.44 0.22 -0.60 0.052
C 2.56 -0.15 0.25 -0.688
H -2.47 0.65 1.15 0.236
H -1.79 -0.93 0.67 0.237
H -3.47 -0.54 0.29 0.231
H 2.69 -1.23 0.26 0.237
H 2.36 0.17 1.28 0.237
H 3.48 0.33 -0.09 0.238
```

Results
- energy above the lowest of the compared OMol25 structures with the same formula, charge and spin (kcal per mole) = 106.12
- HOMO (eV) = -8.8
- SMILES = CC#CC#CC
- charge = 0
- HOMO-LUMO gap (eV) = 9.576
- lowest unoccupied orbital energy (eV) = 0.8
- E_tot (eV) = -6314.598

Record 8
Entry from the Open Molecules 2025 dataset: a single C6H6 molecule (ωB97M-V/def2-TZVPD).

```
12
Properties=species:S:1:pos:R:3:nbo_charge:R:1
C -0.41 -2.95 1.22 -0.244
C -0.82 -1.83 1.06 0.011
C -0.94 -0.37 1.20 -0.538
C -0.28 0.41 0.13 -0.030
C 0.26 1.04 -0.74 0.024
C 0.97 1.80 -1.78 -0.683
H 0.09 -3.82 1.54 0.237
H -1.95 0.01 1.39 0.253
H -0.42 -0.31 2.16 0.263
H 1.95 1.36 -2.00 0.236
H 0.40 1.84 -2.72 0.236
H 1.14 2.83 -1.46 0.235
```

Results
- energy above the lowest of the compared OMol25 structures with the same formula, charge and spin (kcal per mole) = 91.61
- HOMO (eV) = -9.5
- SMILES = C#CCC#CC
- charge = 0
- HOMO-LUMO gap (eV) = 10.482
- lowest unoccupied orbital energy (eV) = 1.0
- E_tot (eV) = -6315.228

Record 9
Entry from the Open Molecules 2025 dataset: a single C6H6 molecule in a non-equilibrium geometry (ωB97M-V/def2-TZVPD).

```
12
Properties=species:S:1:pos:R:3:nbo_charge:R:1
C -3.47 0.58 0.05 -0.179
C -2.34 0.12 0.08 -0.110
C -1.07 -0.46 0.22 0.012
C 0.09 -1.76 -0.37 -0.099
C 0.39 -0.43 0.44 -0.308
C 1.23 0.68 -0.16 -0.618
H -4.49 0.64 0.32 0.232
H -0.12 -1.82 -1.45 0.186
H 0.60 -0.80 1.41 0.228
H 1.38 1.53 0.45 0.224
H 0.82 0.98 -1.08 0.215
H 2.31 0.30 -0.25 0.217
```

Results
- energy above the lowest of the compared OMol25 structures with the same formula, charge and spin (kcal per mole) = 188.92
- HOMO (spin up / spin down) (eV) = -8.1 / -8.7
- SMILES = C#CC1=C[C@H]1C
- charge = 0
- HOMO-LUMO gap (spin up / spin down) (eV) = 7.230 / 8.207
- lowest unoccupied orbital energy (spin up / spin down) (eV) = -0.9 / -0.5
- E_tot (eV) = -6311.008

Record 10
Entry from the Open Molecules 2025 dataset: a single C6H6 molecule in a non-equilibrium geometry (ωB97M-V/def2-TZVPD).

```
12
Properties=species:S:1:pos:R:3:nbo_charge:R:1
C 1.19 -0.85 0.02 0.028
C 1.16 0.34 -0.60 -0.086
C 1.55 1.26 -1.42 -0.425
C 0.23 -1.69 0.65 -0.450
C -0.97 -1.19 0.82 0.239
C -1.68 0.13 0.90 -0.736
H 1.56 2.26 -0.86 0.214
H 1.84 1.17 -2.45 0.224
H 0.70 -2.62 0.58 0.239
H -1.92 0.18 -0.17 0.253
H -0.93 0.86 1.25 0.244
H -2.73 0.15 1.28 0.256
```

Results
- energy above the lowest of the compared OMol25 structures with the same formula, charge and spin (kcal per mole) = 168.04
- HOMO (spin up / spin down) (eV) = -8.0 / -8.4
- charge = 0
- HOMO-LUMO gap (spin up / spin down) (eV) = 7.837 / 7.698
- lowest unoccupied orbital energy (spin up / spin down) (eV) = -0.1 / -0.7
- E_tot (eV) = -6311.913

Number 1: molar mass 188.1 g mol⁻¹. Number 2: molar mass 124.1 g mol⁻¹. Number 3: molar mass 78.1 g mol⁻¹. Number 4: molar mass 78.1 g mol⁻¹. Number 5: molar mass 78.1 g mol⁻¹. Number 6: molar mass 78.1 g mol⁻¹. Number 7: molar mass 78.1 g mol⁻¹. Number 8: molar mass 78.1 g mol⁻¹. Number 9: molar mass 78.1 g mol⁻¹. Number 10: molar mass 78.1 g mol⁻¹.